Density functional theory data (ωB97M-V with the def2-TZVPD basis set) for an isolated ion of composition C4H5ClIN2 and charge +1 in a non-equilibrium geometry.

Its SMILES is Cl\C=C/N=C\[NH+]=C\I. Its net charge is +1. Its multiplicity is 1. Its HOMO energy is -0.486 hartree. As for the frontier orbital gap: 7.079 eV. The value obtained for the LUMO energy is -6.142 eV.

Each atom is followed by the atoms it is bonded to, with distances in Å.
CARTESIAN COORDINATES (ANGSTROEM)
1 Cl 0.309 -2.136 1.157  C2 1.796
2 C 1.287 -0.665 1.481  Cl1 1.796, C3 1.327, H9 1.100
3 C 1.308 0.280 0.551  C2 1.327, N4 1.418, H10 1.133
4 N 0.818 0.204 -0.778  C3 1.418, C5 1.280
5 C -0.356 0.145 -1.285  N4 1.280, N6 1.392, H11 1.094
6 N -1.681 0.201 -0.862  C5 1.392, C7 1.355, H12 1.009
7 C -2.150 -0.465 0.220  N6 1.355, I8 2.055, H13 1.066
8 I -4.168 -0.358 0.598  C7 2.055
9 H 1.854 -0.540 2.415  C2 1.100
10 H 1.978 1.171 0.754  C3 1.133
11 H -0.451 -0.061 -2.355  C5 1.094
12 H -2.356 0.534 -1.534  N6 1.009
13 H -1.679 -1.139 0.899  C7 1.066

***

Density functional theory data (ωB97M-V with the def2-TZVPD basis set) for one molecule with the formula C4H5ClN2 in a non-equilibrium geometry.

Its SMILES is Cc1c[nH]nc1Cl. Its net charge is 0. Its multiplicity is 1. Its HOMO energy is -0.342 hartree. As for the frontier orbital gap: 10.217 eV. The value obtained for the LUMO energy is 0.915 eV.

Each atom is followed by the atoms it is bonded to, with distances in Å.
CARTESIAN COORDINATES (ANGSTROEM)
1 C 1.610 -0.749 0.113  C2 1.502, H8 1.124, H9 1.158, H10 1.086
2 C 0.226 -0.178 -0.010  C1 1.502, C3 1.390, C6 1.383
3 C -1.062 -0.689 -0.119  C2 1.390, N4 1.327, H11 1.101
4 N -1.911 0.327 -0.207  C3 1.327, N5 1.316, H12 0.971
5 N -1.341 1.500 -0.030  N4 1.316, C6 1.323
6 C -0.063 1.172 0.070  C2 1.383, N5 1.323, Cl7 1.726
7 Cl 1.063 2.450 0.349  C6 1.726
8 H 1.640 -1.870 0.183  C1 1.124
9 H 2.143 -0.276 -0.800  C1 1.158
10 H 1.946 -0.353 1.067  C1 1.086
11 H -1.457 -1.710 -0.008  C3 1.101
12 H -2.793 0.375 -0.609  N4 0.971

***

Density functional theory data (ωB97M-V with the def2-TZVPD basis set) for one molecule with the formula C4H5ClN2 in a non-equilibrium geometry.

Its SMILES is C=N/N=C\C(=C)Cl. Its net charge is 0. Its multiplicity is 1. Its HOMO energy is -0.344 hartree. As for the frontier orbital gap: 9.219 eV. The value obtained for the LUMO energy is -0.138 eV.

Each atom is followed by the atoms it is bonded to, with distances in Å.
CARTESIAN COORDINATES (ANGSTROEM)
1 C 1.134 -0.527 2.010  N2 1.273, H8 1.192, H9 1.195
2 N 1.105 -1.189 0.923  C1 1.273, N3 1.416
3 N -0.176 -1.654 0.541  N2 1.416, C4 1.324
4 C -0.670 -0.806 -0.347  N3 1.324, C5 1.524, H10 1.143
5 C -0.129 0.520 -0.868  C4 1.524, C6 1.375, Cl7 1.745
6 C -0.988 1.325 -1.578  C5 1.375, H11 1.291, H12 1.092
7 Cl 1.589 0.804 -0.984  C5 1.745
8 H 0.095 -0.289 2.543  C1 1.192
9 H 2.049 -0.004 2.574  C1 1.195
10 H -1.695 -1.251 -0.589  C4 1.143
11 H -0.308 2.055 -2.398  C6 1.291
12 H -2.005 1.016 -1.827  C6 1.092

***

Density functional theory data (ωB97M-V with the def2-TZVPD basis set) for one molecule with the formula C4H5ClN2 in a non-equilibrium geometry.

Its SMILES is Cc1[nH]ncc1Cl. Its net charge is 0. Its multiplicity is 1. Its HOMO energy is -0.330 hartree. As for the frontier orbital gap: 9.827 eV. The value obtained for the LUMO energy is 0.847 eV.

Each atom is followed by the atoms it is bonded to, with distances in Å.
CARTESIAN COORDINATES (ANGSTROEM)
1 C -1.151 -1.219 -0.446  C2 1.491, H8 1.100, H9 1.071, H10 1.111
2 C -0.119 -0.196 -0.115  C1 1.491, N3 1.359, C6 1.374
3 N 1.156 -0.217 -0.584  C2 1.359, N4 1.341, H11 1.032
4 N 1.921 0.795 -0.149  N3 1.341, C5 1.326
5 C 1.118 1.501 0.636  N4 1.326, C6 1.414, H12 1.051
6 C -0.165 0.911 0.698  C2 1.374, C5 1.414, Cl7 1.721
7 Cl -1.529 1.459 1.592  C6 1.721
8 H -0.745 -2.000 -1.107  C1 1.100
9 H -2.003 -0.755 -0.899  C1 1.071
10 H -1.521 -1.715 0.477  C1 1.111
11 H 1.553 -0.921 -1.228  N3 1.032
12 H 1.483 2.357 1.125  C5 1.051

***

Density functional theory data (ωB97M-V with the def2-TZVPD basis set) for a 2-piece molecular cluster, C4H5ClN2 overall in a non-equilibrium geometry.

Its net charge is 0. Its multiplicity is 1. Its HOMO energy is -0.281 hartree. As for the frontier orbital gap: 8.156 eV. The value obtained for the LUMO energy is 0.499 eV.

Each atom is followed by the atoms it is bonded to, with distances in Å.
CARTESIAN COORDINATES (ANGSTROEM)
1 C 0.485 0.551 -0.975  C4 1.433, N5 1.244
2 C 3.474 -0.171 0.835  N6 1.142, Cl7 1.612
3 C 0.366 -1.565 0.272  N5 1.256, H8 1.082, H9 1.159
4 C -0.273 1.677 -1.435  C1 1.433, H10 1.082, H11 1.059, H12 1.024
5 N 0.219 -0.447 -0.282  C1 1.244, C3 1.256
6 N 3.284 0.153 1.914  C2 1.142
7 Cl 3.969 -0.727 -0.595  C2 1.612
8 H -0.058 -2.426 -0.226  C3 1.082
9 H 0.560 -1.438 1.408  C3 1.159
10 H -0.873 2.200 -0.701  C4 1.082
11 H 0.277 2.437 -1.926  C4 1.059
12 H -0.989 1.367 -2.098  C4 1.024

***

Density functional theory data (ωB97M-V with the def2-TZVPD basis set) for one molecule with the formula C4H5ClN2O.

Its SMILES is [H]/N=c1/[nH]c(Cl)c(C)o1. Its net charge is 0. Its multiplicity is 1. Its HOMO energy is -0.295 hartree. As for the frontier orbital gap: 8.682 eV. The value obtained for the LUMO energy is 0.658 eV.

Each atom is followed by the atoms it is bonded to, with distances in Å.
CARTESIAN COORDINATES (ANGSTROEM)
1 H -3.222 -0.497 -0.009  N2 1.010
2 N -2.587 -1.282 -0.001  H1 1.010, C3 1.269
3 C -1.393 -0.851 0.002  N2 1.269, N4 1.380, O9 1.377
4 N -0.251 -1.626 -0.008  C3 1.380, C5 1.391, H10 1.014
5 C 0.860 -0.789 -0.002  N4 1.391, Cl6 1.699, C7 1.334
6 Cl 2.442 -1.410 0.000  C5 1.699
7 C 0.426 0.473 -0.002  C5 1.334, C8 1.474, O9 1.381
8 C 1.093 1.787 -0.001  C7 1.474, H11 1.098, H12 1.120, H13 1.093
9 O -0.954 0.453 0.003  C3 1.377, C7 1.381
10 H -0.266 -2.639 0.026  N4 1.014
11 H 0.825 2.360 0.896  C8 1.098
12 H 2.206 1.664 -0.009  C8 1.120
13 H 0.821 2.356 -0.894  C8 1.093

***

Density functional theory data (ωB97M-V with the def2-TZVPD basis set) for one molecule with the formula C4H5ClN4O3 in a non-equilibrium geometry.

Its SMILES is NC(/N=C(O)\C=C/Cl)=N\[N+](=O)[O-]. Its net charge is 0. Its multiplicity is 1. Its HOMO energy is -0.325 hartree. As for the frontier orbital gap: 8.545 eV. The value obtained for the LUMO energy is -0.298 eV.

Each atom is followed by the atoms it is bonded to, with distances in Å.
CARTESIAN COORDINATES (ANGSTROEM)
1 N 0.614 -1.772 1.425  C2 1.328, H13 1.093, H14 1.045
2 C 0.312 -0.830 0.539  N1 1.328, N3 1.325, N9 1.327
3 N 0.993 -0.984 -0.587  C2 1.325, C4 1.364
4 C 0.915 -0.092 -1.615  N3 1.364, O5 1.279, C6 1.431
5 O 1.849 -0.219 -2.481  C4 1.279, H15 1.001
6 C 0.046 1.045 -1.622  C4 1.431, C7 1.395, H16 1.055
7 C -1.186 0.973 -0.971  C6 1.395, Cl8 1.694, H17 1.138
8 Cl -2.316 -0.234 -1.341  C7 1.694
9 N -0.562 0.123 0.836  C2 1.327, N10 1.299
10 N -0.920 0.425 2.048  N9 1.299, O11 1.212, O12 1.203
11 O -0.833 -0.368 2.960  N10 1.212
12 O -1.403 1.524 2.120  N10 1.203
13 H 1.449 -2.469 1.322  N1 1.093
14 H 0.274 -1.545 2.387  N1 1.045
15 H 2.021 0.610 -3.013  O5 1.001
16 H 0.468 2.012 -1.605  C6 1.055
17 H -1.720 1.800 -0.400  C7 1.138

***

Density functional theory data (ωB97M-V with the def2-TZVPD basis set) for one molecule with the formula C4H5ClO in a non-equilibrium geometry.

Its SMILES is CC(=O)/C=C\Cl. Its net charge is 0. Its multiplicity is 1. Its HOMO energy is -0.367 hartree. As for the frontier orbital gap: 10.138 eV. The value obtained for the LUMO energy is 0.165 eV.

Each atom is followed by the atoms it is bonded to, with distances in Å.
CARTESIAN COORDINATES (ANGSTROEM)
1 C -0.693 -0.790 1.097  C2 1.519, H7 1.061, H8 1.046, H9 1.093
2 C 0.480 -0.839 0.133  C1 1.519, O3 1.195, C4 1.495
3 O 1.252 -1.750 0.182  C2 1.195
4 C 0.718 0.232 -0.882  C2 1.495, C5 1.322, H10 1.078
5 C 0.132 1.385 -1.158  C4 1.322, Cl6 1.685, H11 1.085
6 Cl -1.450 1.734 -0.693  C5 1.685
7 H -0.360 -0.116 1.846  C1 1.061
8 H -1.584 -0.370 0.744  C1 1.046
9 H -0.918 -1.773 1.518  C1 1.093
10 H 1.747 0.085 -1.168  C4 1.078
11 H 0.676 2.201 -1.620  C5 1.085